# 1
DFT (wB97M-V/def2-TZVPD) results for 2 unconnected molecules or ions with the total composition C6H13ClN in a non-equilibrium geometry.

## Properties
E_HOMO (alpha / beta): -12.947 / -12.445 eV
net charge: +1
ΔE to the lowest compared entry with this formula, charge and spin: 71.3 kcal per mole
gap between HOMO and LUMO (alpha / beta): 8.79 / 8.21 eV
lowest unoccupied orbital energy (alpha / beta): -4.158 / -4.237 eV

Positions of all 21 atoms, in Å:
1 C -0.077 1.521 1.863
2 C -1.321 2.005 1.111
3 C -0.062 1.729 0.418
4 C -0.399 -2.476 0.367
5 C 0.620 -1.478 -0.178
6 C 0.011 -0.514 -1.133
7 N 0.881 0.145 -2.086
8 Cl 0.914 2.714 -0.570
9 H 0.461 2.202 2.508
10 H -0.094 0.508 2.239
11 H -2.136 1.305 1.004
12 H -1.659 3.028 1.223
13 H -0.771 -3.120 -0.426
14 H -1.242 -1.959 0.819
15 H 0.067 -3.101 1.124
16 H 1.079 -0.956 0.669
17 H 1.434 -2.028 -0.667
18 H -1.035 -0.537 -1.367
19 H 0.482 0.165 -3.031
20 H 1.799 -0.317 -2.111
21 H 1.049 1.167 -1.777

natural (NBO) atomic charge list, values in e, 6 entries:
1 C -0.460
2 C -0.452
3 C -0.026
4 C -0.598
5 C -0.494
6 C 0.034

# 2
DFT (wB97M-V/def2-TZVPD) results for 2 unconnected molecules or ions with the total composition C6H13ClSi in a non-equilibrium geometry.

## Properties
2S+1: 3
E_HOMO (alpha / beta): -5.619 / -9.903 eV
ΔE to the lowest compared entry with this formula, charge and spin: 26.7 kcal per mole
gap between HOMO and LUMO (alpha / beta): 6.49 / 7.75 eV
lowest unoccupied orbital energy (alpha / beta): 0.870 / -2.156 eV

Positions of all 21 atoms, in Å:
1 C 0.201 -0.406 2.286
2 C -0.147 0.688 1.586
3 C 1.329 -0.483 3.411
4 C -0.332 -1.453 -1.632
5 C 0.627 0.888 -2.257
6 C -0.660 0.074 -1.939
7 Si -1.600 1.024 -0.667
8 Cl -3.559 0.470 -0.526
9 H 0.273 -1.374 1.787
10 H 0.007 1.691 1.995
11 H 0.939 -0.354 4.440
12 H 2.105 0.275 3.213
13 H 1.734 -1.509 3.399
14 H 0.063 -1.972 -2.522
15 H 0.380 -1.551 -0.696
16 H -1.260 -1.883 -1.211
17 H 1.443 0.292 -1.888
18 H 0.486 1.864 -1.749
19 H 0.730 1.052 -3.329
20 H -1.276 0.105 -2.839
21 H -1.484 2.561 -0.864

natural (NBO) atomic charge list, values in e, 6 entries:
1 C -0.327
2 C -0.083
3 C -0.629
4 C -0.608
5 C -0.608
6 C -0.716

# 3
DFT (wB97M-V/def2-TZVPD) results for a molecular structure, C6H13FeN2O10P2 in a non-equilibrium geometry.

## Properties
2S+1: 6
E_HOMO (alpha / beta): -8.950 / -8.796 eV
gap between HOMO and LUMO (alpha / beta): 8.91 / 6.78 eV
lowest unoccupied orbital energy (alpha / beta): -0.043 / -2.013 eV

Positions of all 34 atoms, in Å:
1 Fe 0.264 -0.375 0.423
2 N -0.071 -2.231 1.652
3 C -0.505 -1.713 2.965
4 C 0.570 -0.733 3.381
5 O 1.030 -0.676 4.498
6 N 0.963 0.051 2.305
7 C 2.241 0.680 2.305
8 C 3.045 0.130 1.077
9 O 4.237 0.274 1.038
10 O 2.274 -0.404 0.151
11 H -0.773 -2.821 1.224
12 H 0.788 -2.764 1.745
13 H -0.638 -2.470 3.729
14 H -1.442 -1.172 2.821
15 H 2.814 0.546 3.216
16 H 2.140 1.743 2.061
17 C -2.532 1.549 -2.095
18 C -1.259 0.731 -2.277
19 O -0.981 0.585 -3.661
20 P 0.177 1.623 -1.523
21 O 0.123 3.037 -2.224
22 O 1.514 1.018 -2.071
23 O 0.136 1.661 -0.010
24 P -1.372 -0.905 -1.414
25 O -2.375 -1.698 -2.354
26 O 0.043 -1.465 -1.412
27 O -1.859 -0.746 0.013
28 H -2.450 2.484 -2.647
29 H -2.705 1.761 -1.041
30 H -3.377 0.981 -2.485
31 H -0.297 -0.086 -3.787
32 H 0.942 3.543 -2.161
33 H 1.995 0.406 -1.446
34 H -2.659 -2.547 -1.995

natural (NBO) atomic charge list, values in e, 6 entries:
1 Fe 1.693
2 N -0.847
3 C -0.318
4 C 0.643
5 O -0.569
6 N -0.637

# 4
DFT (wB97M-V/def2-TZVPD) results for a gas-phase ion, C6H13N (charge -1) in a non-equilibrium geometry.

## Properties
2S+1: 2
E_HOMO (alpha / beta): 1.220 / -3.323 eV
net charge: -1
ΔE to the lowest compared entry with this formula, charge and spin: 24.6 kcal per mole
gap between HOMO and LUMO (alpha / beta): 3.00 / 7.37 eV
lowest unoccupied orbital energy (alpha / beta): 4.217 / 4.047 eV

Positions of all 20 atoms, in Å:
1 C 0.464 -1.789 1.510
2 C -0.603 -1.154 0.628
3 C -0.312 0.222 0.084
4 C -1.043 0.750 -0.969
5 N -1.579 0.033 -2.116
6 C 0.712 1.094 0.721
7 C 2.079 1.073 -0.015
8 H 1.463 -1.700 1.066
9 H 0.267 -2.865 1.645
10 H 0.547 -1.443 2.544
11 H -1.573 -1.202 1.178
12 H -0.756 -1.836 -0.192
13 H -1.390 1.768 -0.886
14 H -2.582 -0.005 -2.001
15 H -1.274 -0.933 -2.057
16 H 0.887 0.787 1.757
17 H 0.395 2.153 0.741
18 H 2.637 0.199 0.314
19 H 1.883 1.104 -1.082
20 H 2.704 1.936 0.264

natural (NBO) atomic charge list, values in e, 6 entries:
1 C -0.638
2 C -0.653
3 C -0.188
4 C -0.277
5 N -0.885
6 C -0.439